Entry 1:
4 unconnected molecules or ions with the total composition C2H10O2S2, computed with ωB97M-V/def2-TZVPD.

```
16
Properties=species:S:1:pos:R:3:forces:R:3:lowdin_charge:R:1
C -0.2594 -1.9310 -1.0513 0.0212 -1.1698 0.5538 -0.194
C -0.8386 -0.5232 -1.1839 -0.7786 -1.1082 -0.6569 -0.723
S -2.1903 -0.2318 -0.1512 0.8608 0.1583 -0.1372 0.839
S 2.6426 0.6086 -0.1753 -0.6387 -0.4547 -0.8399 0.443
H 0.0058 -2.0928 0.0083 0.0009 0.0361 -0.4692 0.074
H 0.6335 -2.1174 -1.6623 -0.1729 0.4587 0.0921 0.079
H -0.9839 -2.7175 -1.3087 0.0432 0.3648 0.0204 0.071
H -1.1019 -0.2408 -2.2149 0.3103 0.1739 0.2334 0.082
H 0.1037 0.0563 -0.9604 0.7598 1.1426 0.6314 0.049
H 2.4872 1.7063 -0.9209 -0.0434 0.1775 -0.0060 -0.268
H 1.4479 0.6647 1.4307 -0.2885 -0.5182 0.6793 -0.171
H 0.6258 -0.1377 2.6238 0.3501 -0.0061 -0.5581 0.038
O 0.9844 0.6974 2.3021 -0.5576 0.6510 0.3261 -0.141
H -1.8141 1.8121 0.7006 0.1406 0.7575 0.1344 -0.083
H -0.5456 1.9508 1.5275 -0.0594 0.4098 -0.0218 0.003
O -1.1968 2.4958 1.0359 0.0520 -1.0732 0.0183 -0.097
```
Positions in Å, forces in eV/Å.

Properties
**Frontier orbital gap**: 3.932 eV
**2S+1**: 1
**ΔE to the lowest compared entry with this formula, charge and spin**: 121.4 kcal per mole
**Energy**: -27996.8556 eV
**Charge**: 0

Entry 2:
C5H7N3 in the gas phase, computed with ωB97M-V/def2-TZVPD.

```
15
Properties=species:S:1:pos:R:3:forces:R:3:lowdin_charge:R:1
H -2.2979 -1.9947 0.1102 0.0637 0.1696 -0.0832 0.041
N -2.3996 -0.9773 0.0873 0.2345 -0.4856 0.0265 0.115
C -1.2858 -0.3616 -0.0048 0.0824 0.0792 -0.1176 -0.449
C -1.2709 1.0816 -0.0019 2.1967 0.6429 0.1244 -0.025
C -0.0481 1.7123 -0.0127 -2.9323 -0.5445 0.0463 -0.087
N 1.1213 1.0359 0.0002 0.5726 1.4852 0.4071 0.061
C 1.2103 -0.3228 0.0581 0.9693 -0.7342 -1.7701 -0.388
C 2.4015 -0.9908 -0.0204 -0.5328 0.4347 1.9590 0.011
N -0.0129 -0.9373 -0.1637 -0.5139 0.5883 0.4401 0.137
H -2.2285 1.5415 0.0683 -0.2238 0.5820 -0.0684 0.093
H 0.0404 2.7843 -0.0317 -0.0029 0.1870 0.0264 0.117
H 1.9313 1.6351 -0.0879 0.1674 -0.8158 0.1293 0.158
H 2.2728 -2.0596 0.0755 0.4104 -0.1926 -0.1765 0.032
H 3.2749 -0.5465 0.5106 -0.6147 -0.2921 -0.9962 0.057
H 0.0035 -1.9202 -0.2226 0.1235 -1.1042 0.0530 0.127
```
Positions in Å, forces in eV/Å.

Properties
**Frontier orbital gap**: 8.523 eV
**2S+1**: 1
**ΔE to the lowest compared entry with this formula, charge and spin**: 38.2 kcal per mole
**SMILES string**: [H]/N=C1/C=CNC(=C)N1
**Energy**: -9767.7302 eV
**Charge**: 0

Entry 3:
C20H12F4N2O4 in the gas phase, computed with ωB97M-V/def2-TZVPD.

```
42
Properties=species:S:1:pos:R:3:forces:R:3:lowdin_charge:R:1
O 2.0104 -5.0481 5.9994 0.7092 1.8960 0.5446 0.051
N 2.9046 -4.3065 6.4695 0.0361 -4.7459 -0.4085 -0.315
O 3.9607 -4.8457 6.8288 -0.6371 2.1225 0.0197 0.072
C 2.6598 -2.9049 6.5483 -0.7497 1.7212 0.0043 -0.129
C 3.6105 -1.9924 7.0102 0.2199 -1.0902 -0.0727 0.010
C 3.3060 -0.6512 7.0067 -0.3401 1.1530 0.1112 -0.050
C 2.0978 -0.1907 6.4524 0.5140 -0.1869 -0.0249 -0.001
C 1.2115 -1.1193 5.9171 -0.9958 1.3603 -1.7873 -0.135
C 0.0564 -0.6319 4.9546 -0.8893 -2.7491 1.4051 -0.032
C -0.0313 -1.2084 3.4801 1.1352 1.7958 -1.4078 -0.157
C -1.2674 -0.7470 2.6962 -0.7747 -0.1847 0.3587 -0.157
C -1.4393 0.5616 2.2464 -1.6997 1.5942 0.1291 0.046
C -2.7764 1.0760 2.1461 0.9126 -0.2956 -0.5810 -0.200
F -2.9915 2.4144 1.8567 0.5048 -1.6733 0.3918 0.037
C -3.8825 0.2561 2.2926 -0.6817 -0.5948 0.5971 0.060
C -3.6569 -1.1170 2.4937 0.2829 -0.8174 -0.5527 -0.205
F -4.7228 -2.0136 2.5152 1.3677 1.5240 0.0349 0.035
C -2.3641 -1.6407 2.6309 -0.2200 0.0273 0.5460 0.037
C 1.2519 -0.7124 2.8778 0.7190 0.1133 0.1027 -0.186
C 2.2892 -1.6126 2.6399 0.5960 -0.4560 0.0291 0.051
C 3.5980 -1.1236 2.5127 0.2017 -0.4694 -0.2936 -0.201
F 4.6403 -2.0481 2.4400 -1.4425 1.4600 -0.0464 0.031
C 3.8905 0.2499 2.4905 -0.5349 -0.5049 0.7683 0.070
C 2.8161 1.1219 2.7271 -0.0098 -0.0031 -0.2911 -0.200
F 3.0908 2.4760 2.8490 -0.4541 -1.6695 -0.2195 0.036
C 1.4913 0.6634 2.8814 1.4037 1.2639 0.3155 0.012
N -1.2353 -1.3291 5.4544 -0.2690 0.1765 0.0124 -0.348
O -2.2466 -0.6771 5.4850 -0.1176 0.3525 0.4025 0.117
O -1.1932 -2.5467 5.5938 -0.5292 0.8564 0.0642 0.054
C 1.4210 -2.4616 6.0687 0.9498 -1.4120 0.1268 0.049
H 4.5682 -2.3689 7.3566 -0.1223 0.1082 -0.0128 0.126
H 4.0179 0.0815 7.4132 -0.3514 -0.4610 -0.2164 0.120
H 1.8604 0.8770 6.4241 0.2281 -0.3569 -0.1121 0.127
H -0.0210 0.4387 4.9717 -0.5455 0.3041 0.1211 0.141
H -0.0541 -2.2676 3.5185 0.2016 -0.9823 0.1957 0.127
H -0.6349 1.2743 2.0290 -0.5668 -0.5218 0.3267 0.107
H -4.9134 0.6321 2.3571 0.6247 -0.0515 -0.3679 0.141
H -2.1813 -2.7269 2.7824 -0.4241 0.9514 0.1390 0.145
H 2.0784 -2.7040 2.6311 0.3828 0.9195 0.1251 0.148
H 4.9188 0.5881 2.4763 -0.1215 0.0759 -0.1645 0.130
H 0.7335 1.4246 3.1402 0.7482 -0.7010 -0.0768 0.121
H 0.6376 -3.1730 5.8202 0.7387 0.1512 -0.2354 0.116
```
Positions in Å, forces in eV/Å.

Properties
**Frontier orbital gap**: 8.639 eV
**2S+1**: 1
**SMILES string**: O=[N+]([O-])c1cccc([C@@H](C(c2cc(F)cc(F)c2)c2cc(F)cc(F)c2)[N+](=O)[O-])c1
**Energy**: -42967.6473 eV
**Charge**: 0